{
  "formula": "C32H38AsKN6O2PS",
  "method": "wB97M-V/def2-TZVPD",
  "symbols": ["K", "N", "N", "C", "N", "S", "H", "H", "H", "H", "H", "C", "C", "As", "C", "C", "C", "C", "C", "C", "C", "C", "C", "C", "C", "C", "P", "C", "C", "C", "C", "C", "C", "C", "C", "C", "C", "C", "C", "H", "H", "H", "H", "H", "H", "H", "H", "H", "H", "H", "H", "H", "H", "H", "H", "H", "H", "H", "H", "H", "H", "H", "H", "O", "H", "H", "C", "N", "C", "C", "C", "N", "C", "O", "N", "H", "H", "H", "H", "H", "H", "H"],
  "positions_angstrom": [[-0.0047, 0.4267, -1.2245], [0.0367, -2.7603, 1.6156], [-0.9692, -2.3227, 2.5169], [-1.3005, -1.0384, 2.6526], [-2.4458, -0.8018, 3.3317], [-0.3690, 0.2213, 1.9972], [0.7304, -3.2502, 2.1797], [0.4913, -1.8995, 1.2938], [-1.6884, -3.0147, 2.6754], [-2.9066, -1.5345, 3.8450], [-2.6032, 0.1431, 3.6365], [-3.8441, -0.7609, -2.5811], [-5.3524, -0.8734, -2.6734], [-5.9337, -1.7776, -4.3287], [-5.6672, -3.5920, -3.6513], [-4.3724, -4.1092, -3.7193], [-4.0850, -5.3728, -3.2188], [-5.0953, -6.1464, -2.6644], [-6.3916, -5.6529, -2.6235], [-6.6786, -4.3832, -3.1133], [-7.8477, -1.5535, -4.0774], [-8.6324, -1.3676, -5.2106], [-10.0065, -1.1804, -5.0946], [-10.6018, -1.1710, -3.8436], [-9.8256, -1.3540, -2.7046], [-8.4565, -1.5460, -2.8209], [-3.1455, -0.2599, -0.9464], [-3.8780, -1.5573, 0.1087], [-5.1249, -1.5142, 0.7294], [-5.6110, -2.6137, 1.4227], [-4.8717, -3.7889, 1.4806], [-3.6411, -3.8561, 0.8415], [-3.1443, -2.7422, 0.1751], [-4.0381, 1.2771, -0.5199], [-4.2388, 2.2555, -1.4938], [-4.7997, 3.4833, -1.1679], [-5.1873, 3.7473, 0.1397], [-5.0004, 2.7802, 1.1180], [-4.4204, 1.5621, 0.7916], [-3.4373, -0.1137, -3.3642], [-3.3721, -1.7377, -2.7362], [-5.8440, 0.1017, -2.6423], [-5.7308, -1.4681, -1.8393], [-3.5788, -3.5422, -4.1939], [-3.0767, -5.7621, -3.2841], [-4.8776, -7.1364, -2.2860], [-7.1889, -6.2601, -2.2143], [-7.6970, -4.0205, -3.0746], [-8.1772, -1.3689, -6.1936], [-10.6077, -1.0402, -5.9833], [-11.6697, -1.0221, -3.7527], [-10.2894, -1.3516, -1.7266], [-7.8690, -1.7033, -1.9253], [-5.7343, -0.6191, 0.6696], [-6.5802, -2.5627, 1.9014], [-5.2626, -4.6518, 2.0038], [-3.0739, -4.7800, 0.8484], [-2.1709, -2.8109, -0.3004], [-3.9652, 2.0620, -2.5253], [-4.9489, 4.2281, -1.9384], [-5.6425, 4.6964, 0.3906], [-5.3176, 2.9713, 2.1355], [-4.2709, 0.8236, 1.5726], [2.2675, -0.4278, -1.6570], [2.4253, 0.5275, -1.7344], [3.0446, -0.8848, -1.9862], [2.5316, 4.8479, -2.3244], [1.4321, 4.5349, -1.4069], [0.7424, 5.5214, -0.7720], [-0.2529, 5.2431, 0.0855], [-0.5360, 3.8566, 0.3047], [0.0959, 2.8846, -0.3357], [1.1014, 3.2069, -1.1958], [1.7431, 2.3404, -1.8166], [-1.4654, 3.4885, 1.1872], [2.4399, 5.8911, -2.6159], [2.4647, 4.2119, -3.1995], [3.4873, 4.6819, -1.8322], [1.0475, 6.5333, -1.0009], [-0.7862, 6.0303, 0.5943], [-1.9772, 4.1765, 1.7084], [-1.5774, 2.5110, 1.4164]],
  "mulliken_charge": [0.758, -0.568, -0.052, 0.349, -0.307, -0.385, 0.277, 0.149, 0.276, 0.186, 0.227, -1.042, -0.354, 0.324, 0.150, -0.314, -0.681, -0.499, -0.761, 0.036, 0.011, -0.691, -0.581, -0.460, -0.708, 0.295, 0.187, 1.294, -0.266, -0.968, -0.489, -0.922, -0.989, 1.044, -0.783, -0.717, -0.614, -0.770, -0.218, 0.552, 0.294, 0.644, -0.121, 0.468, 0.423, 0.421, 0.418, 0.411, 0.364, 0.388, 0.385, 0.399, 0.388, 0.588, 0.451, 0.489, 0.479, 0.229, 0.392, 0.457, 0.429, 0.441, 0.278, -0.588, 0.436, 0.273, -0.968, 0.106, -0.076, -1.062, 0.847, -0.210, 0.447, -0.923, -0.119, 0.322, 0.315, 0.304, 0.350, 0.392, 0.223, -0.160],
  "e_lumo_ha": -0.0708,
  "multiplicity": 1,
  "gap_ev": 8.345,
  "relative_energy_kj_mol": 7.6,
  "charge": 1
}



{
  "formula": "C31H26BClF4NP2TeV",
  "method": "wB97M-V/def2-TZVPD",
  "symbols": ["V", "Te", "C", "C", "C", "N", "C", "C", "C", "P", "C", "C", "C", "C", "C", "C", "C", "C", "C", "C", "C", "C", "P", "C", "C", "C", "C", "C", "C", "C", "C", "C", "C", "C", "C", "H", "H", "H", "H", "H", "H", "H", "H", "H", "H", "H", "H", "H", "H", "H", "H", "H", "H", "H", "H", "H", "H", "H", "H", "Cl", "C", "H", "H", "F", "B", "F", "F", "F"],
  "positions_angstrom": [[-0.1537, 0.6522, 0.3250], [3.2050, 0.8604, 3.6340], [4.6108, -0.5680, 4.3052], [5.7454, -0.1556, 4.9937], [6.6557, -1.1141, 5.4102], [6.5120, -2.4227, 5.1954], [5.4165, -2.8017, 4.5422], [4.4459, -1.9233, 4.0811], [2.0412, -0.2965, 2.3809], [2.1074, -0.2372, 0.6143], [2.1161, -1.9347, -0.0662], [1.2954, -2.2144, -1.1558], [1.2264, -3.4998, -1.6757], [1.9883, -4.5103, -1.1095], [2.8172, -4.2363, -0.0270], [2.8754, -2.9554, 0.4961], [3.6286, 0.4892, -0.0460], [4.8628, 0.1792, 0.5240], [6.0268, 0.6959, -0.0211], [5.9687, 1.5176, -1.1398], [4.7454, 1.8199, -1.7180], [3.5768, 1.3066, -1.1711], [0.2770, -0.4458, 2.5890], [-0.2111, -2.2026, 2.6961], [0.6535, -3.1699, 3.1992], [0.2643, -4.4997, 3.2461], [-0.9917, -4.8718, 2.7815], [-1.8557, -3.9139, 2.2705], [-1.4642, -2.5834, 2.2243], [-0.2127, 0.2404, 4.1991], [-0.5218, 1.5933, 4.3090], [-0.8024, 2.1510, 5.5469], [-0.7774, 1.3589, 6.6858], [-0.4766, 0.0083, 6.5829], [-0.1973, -0.5507, 5.3447], [5.9318, 0.8911, 5.2037], [7.5494, -0.8159, 5.9476], [5.3055, -3.8693, 4.3793], [3.5642, -2.2838, 3.5680], [0.7026, -1.4241, -1.6091], [0.5770, -3.7107, -2.5150], [1.9345, -5.5149, -1.5086], [3.4112, -5.0276, 0.4126], [3.5049, -2.7419, 1.3487], [4.9185, -0.4604, 1.3976], [6.9808, 0.4567, 0.4306], [6.8802, 1.9200, -1.5625], [4.6982, 2.4518, -2.5951], [2.6212, 1.5287, -1.6292], [1.6365, -2.8699, 3.5442], [0.9413, -5.2472, 3.6398], [-1.2931, -5.9109, 2.8104], [-2.8295, -4.2048, 1.8988], [-2.1340, -1.8369, 1.8111], [-0.5363, 2.2149, 3.4240], [-1.0416, 3.2039, 5.6218], [-0.9954, 1.7933, 7.6528], [-0.4576, -0.6128, 7.4690], [0.0325, -1.6052, 5.2717], [-0.7913, 2.9518, 0.8780], [0.8537, 2.4373, 0.3096], [1.5852, 2.7284, 1.0579], [1.0196, 2.9179, -0.6497], [-2.2845, -0.7215, -2.2733], [-2.1191, 0.3939, -1.5292], [-0.7217, 0.8831, -1.6687], [-2.0879, 0.0364, -0.0856], [-2.9860, 1.4047, -1.7316]],
  "nbo_charge": [1.129, 0.622, -0.209, -0.302, 0.043, -0.429, 0.044, -0.317, -1.375, 1.009, -0.379, -0.204, -0.188, -0.197, -0.220, -0.130, -0.361, -0.201, -0.154, -0.196, -0.215, -0.189, 0.871, -0.388, -0.137, -0.230, -0.186, -0.207, -0.188, -0.257, -0.223, -0.196, -0.196, -0.206, -0.200, 0.217, 0.192, 0.189, 0.223, 0.210, 0.222, 0.217, 0.216, 0.210, 0.226, 0.212, 0.215, 0.219, 0.214, 0.210, 0.215, 0.215, 0.219, 0.222, 0.217, 0.216, 0.216, 0.218, 0.223, 0.036, -0.713, 0.224, 0.213, -0.514, 1.353, -0.544, -0.538, -0.510],
  "e_lumo_ha": [-0.0245, -0.0129],
  "multiplicity": 3,
  "gap_ev": [6.847, 7.181],
  "charge": 0
}



{
  "formula": "C3H7NO4",
  "method": "wB97M-V/def2-TZVPD",
  "symbols": ["C", "C", "O", "N", "O", "C", "O", "O", "H", "H", "H", "H", "H", "H", "H"],
  "positions_angstrom": [[1.2376, -0.8719, -1.1546], [0.5481, -0.7303, 0.1916], [1.0131, 0.3385, 0.9169], [-0.3033, 1.3423, 0.9308], [-0.3543, 2.3424, -0.0548], [-1.0919, -0.4649, -0.0471], [-1.5948, -0.4334, -1.1506], [-1.8302, -0.7067, 1.0758], [0.7985, -1.6892, -1.7323], [2.3065, -1.0555, -1.0093], [1.1399, 0.0498, -1.7326], [0.6065, -1.6583, 0.7769], [-0.0941, 1.8720, 1.7859], [-1.1081, 2.1236, -0.6378], [-1.2735, -0.4583, 1.8410]],
  "nbo_charge": [-0.639, 0.000, -0.427, -0.089, -0.537, 0.780, -0.590, -0.686, 0.226, 0.216, 0.223, 0.183, 0.364, 0.493, 0.484],
  "e_lumo_ha": 0.0155,
  "multiplicity": 1,
  "gap_ev": 10.493,
  "relative_energy_kj_mol": 534.4,
  "charge": 0
}



The molecular weight results, record by record, are as follows: 715.76; 775.31; 121.09 g mol⁻¹.